(1)
C38H54FN18O4P | ωB97M-V with the def2-TZVPD basis set

The geometry in XYZ format:
```
116
Properties=species:S:1:pos:R:3:mulliken_charge:R:1
P 7.046 -0.385 -0.363 0.048
F 3.935 -3.127 -0.385 -0.246
O 7.896 -0.695 -1.830 -0.472
O 5.116 -0.723 1.807 -0.483
O 6.054 -1.775 -0.065 -0.202
O 6.092 1.037 -0.579 -0.365
N 3.602 -2.027 0.350 0.277
N -6.852 -1.641 -3.076 -0.565
N -2.535 0.670 -4.544 -0.562
N -10.211 1.637 -0.437 -0.474
N 4.064 1.598 6.716 -0.439
N -9.124 3.588 -3.701 -0.465
N 1.486 -2.536 -6.610 -0.547
N -6.046 2.604 6.094 -0.431
N -0.051 2.490 1.574 -0.451
N 6.780 3.626 0.201 -0.609
N -2.146 -3.582 -3.581 -0.535
N -1.717 0.206 6.263 -0.436
N 6.068 -2.707 -3.181 -0.606
N 1.566 4.003 6.636 -0.492
N -5.661 1.366 0.434 -0.599
N 1.680 -0.494 -2.765 -0.266
N 5.307 -6.134 4.520 -0.483
N 0.438 -4.608 3.297 -0.435
C -8.238 1.432 -0.434 -0.339
C 0.622 1.178 7.219 -0.520
C -9.142 2.404 -3.901 0.330
C -4.800 1.721 3.858 -0.565
C -6.801 1.395 0.050 0.257
C 2.859 -1.002 -0.489 0.115
C 2.362 4.692 7.242 0.438
C 0.735 3.175 2.170 0.407
C 0.419 -2.208 -6.165 0.427
C -5.791 -1.221 -2.698 0.404
C 5.716 4.342 -2.182 -0.743
C 5.100 -0.581 5.491 -0.506
C 1.511 0.831 -2.225 -0.391
C 2.357 -1.439 -1.909 -0.205
C -5.493 2.212 5.102 0.324
C 3.109 -4.648 2.862 -0.156
C 1.899 1.440 -0.829 -0.303
C 6.661 -6.984 2.336 -0.752
C -0.580 -5.697 -4.216 -0.844
C 1.722 4.030 2.920 -0.755
C -0.915 -1.792 -5.605 -0.635
C 2.662 0.436 0.181 -0.015
C 4.524 0.630 6.175 0.356
C -4.461 -0.696 -2.226 0.294
C 4.964 -1.977 -5.542 -0.805
C -12.775 1.697 -1.327 -0.926
C 3.343 5.555 7.990 -0.741
C 6.308 3.945 -0.857 0.498
C -2.314 2.693 -6.329 -0.855
C -2.437 1.567 -5.336 0.476
C 5.578 -2.383 -4.230 0.594
C -11.353 1.663 -0.832 0.515
C 1.623 -4.626 3.104 0.200
C -0.679 0.638 6.687 0.310
C 4.917 -1.437 0.771 0.487
C -1.451 -4.521 -3.863 0.572
C -9.164 0.919 -4.150 -0.440
C 5.908 -6.511 3.551 0.473
H 7.485 -7.633 2.639 0.321
H -13.329 2.486 -0.813 0.307
H 7.284 -1.202 -2.445 0.307
H 3.320 -4.399 1.819 0.043
H -0.348 -6.271 -3.316 0.313
H -1.392 -1.073 -6.274 0.267
H 4.899 -1.474 6.086 0.308
H 6.480 1.762 -0.020 0.430
H 0.351 -5.347 -4.666 0.253
H -1.099 -6.343 -4.927 0.299
H -4.612 0.033 -1.425 0.016
H 5.053 3.554 -2.544 0.235
H 3.021 0.730 1.230 0.330
H 0.429 1.897 8.018 0.238
H 3.506 -5.640 3.078 0.148
H -12.791 1.893 -2.401 0.271
H 1.294 4.339 3.876 0.230
H 0.995 1.590 -2.949 0.220
H -3.850 -1.518 -1.848 0.254
H 1.966 4.918 2.334 0.345
H 5.992 -7.542 1.677 0.275
H -8.260 1.627 -1.507 -0.018
H 4.263 4.997 8.176 0.272
H -3.974 1.060 4.128 0.242
H 7.064 -6.128 1.791 0.231
H 1.230 0.361 7.615 0.309
H -5.506 1.172 3.232 0.162
H 2.525 -2.515 -2.329 0.325
H -4.408 2.568 3.292 0.247
H -0.779 -1.330 -4.625 0.237
H -8.718 0.475 -0.235 0.329
H 2.637 3.463 3.106 0.247
H -1.279 3.038 -6.373 0.280
H 2.913 5.863 8.946 0.271
H -3.936 -0.212 -3.053 -0.298
H -9.328 0.722 -5.211 0.339
H 1.174 1.675 6.420 0.096
H 5.144 5.266 -2.071 0.311
H -9.968 0.457 -3.573 0.214
H 3.578 6.445 7.403 0.266
H 6.512 4.501 -2.912 0.297
H 5.747 -1.826 -6.289 0.346
H 1.690 2.543 -0.525 0.264
H 4.647 -0.701 4.504 -0.007
H 3.602 -3.919 3.508 0.172
H 4.285 -2.757 -5.892 0.281
H -2.955 3.525 -6.029 0.311
H -2.618 2.349 -7.320 0.275
H -8.776 2.217 0.082 0.385
H 6.179 -0.465 5.375 0.300
H -13.259 0.738 -1.132 0.283
H -8.211 0.477 -3.849 0.053
H -1.562 -2.663 -5.501 0.176
H 4.405 -1.047 -5.419 0.248
```

- HOMO-LUMO gap (hartree) = 0.318
- net charge = 0
- E_HOMO (hartree) = -0.3236
- E (hartree) = -3207.612004
- multiplicity = 1

---

(2)
C38H54N3O3PRb | ωB97M-V with the def2-TZVPD basis set

The geometry in XYZ format:
```
100
Properties=species:S:1:pos:R:3:mulliken_charge:R:1
Rb -0.909 0.325 -1.156 0.675
P 1.758 0.589 2.340 0.180
O -1.753 2.545 -2.182 -0.840
O 1.610 1.788 -2.277 -0.361
O 0.406 -1.751 -1.707 -0.309
N -1.519 -2.235 0.538 0.657
N -3.701 0.535 -1.757 0.322
N -2.988 0.901 1.271 1.700
C -2.028 1.983 1.429 -1.461
C -2.818 2.301 -6.183 -0.832
C -3.153 1.576 -3.874 1.169
C 1.839 -2.001 1.478 0.248
C -3.917 0.702 -2.997 -0.729
C 1.768 0.952 4.187 2.099
C -0.378 -5.696 -2.696 -0.838
C 0.744 -0.023 4.785 -1.766
C 4.387 -2.643 2.353 -0.825
C -3.467 1.533 -5.239 -0.596
C 2.364 -3.261 1.214 -0.339
C 3.635 -3.585 1.657 -0.790
C -2.318 -2.202 1.760 -1.564
C 2.910 1.793 1.454 2.395
C 1.933 1.299 -3.337 0.891
C 0.111 -2.947 -2.008 0.096
C 4.089 2.374 2.233 -1.877
C 3.451 1.071 0.211 -1.834
C 2.577 -1.046 2.181 -0.299
C -0.655 -3.819 -1.154 0.768
C 1.986 2.922 0.968 -1.669
C -1.309 -3.406 0.077 -0.583
C -1.808 3.168 -5.738 -0.319
C 1.232 2.376 4.375 -1.835
C 3.865 -1.385 2.606 -0.143
C 0.998 0.412 -4.106 0.196
C -3.110 0.127 2.496 -1.624
C -2.112 2.462 -3.390 0.034
C 0.318 -4.845 -3.567 -0.362
C 3.076 0.790 4.964 -1.870
C -5.183 0.392 0.169 -0.923
C -1.471 3.252 -4.412 -0.531
C 3.320 1.518 -3.897 -1.484
C -4.265 1.431 0.807 -1.267
C -0.845 -5.163 -1.515 -0.762
C -4.517 -0.364 -0.986 -0.317
C 0.553 -3.533 -3.243 -0.773
C -2.061 -0.973 2.634 1.124
H 1.019 -1.063 4.594 0.311
H 3.278 1.771 -4.957 0.456
H -3.074 0.797 3.376 0.431
H 3.404 -0.250 4.970 0.389
H -0.553 -6.733 -2.949 0.367
H 1.292 2.512 0.234 0.304
H 4.769 1.594 2.582 0.254
H 3.885 1.409 4.573 0.269
H 3.875 0.579 -3.808 0.299
H -1.886 2.491 0.473 0.341
H 4.660 3.032 1.568 0.508
H -4.256 0.855 -5.554 0.274
H -3.857 -1.134 -0.571 -0.295
H 1.944 3.135 4.045 0.314
H 0.299 2.523 3.824 0.205
H -3.080 2.239 -7.231 0.369
H -4.800 1.940 1.630 0.359
H 1.409 0.091 -5.062 0.463
H 1.027 2.550 5.437 0.510
H -1.067 -0.581 2.404 -1.185
H 1.421 3.380 1.782 0.250
H -1.280 3.786 -6.459 0.365
H 0.694 0.123 5.870 0.547
H -3.381 -2.216 1.481 0.242
H 4.477 -0.656 3.121 0.255
H 0.788 -0.466 -3.482 -0.437
H 4.232 0.357 0.470 0.297
H -1.404 -5.795 -0.830 0.322
H -2.372 2.726 2.172 0.343
H 2.665 0.536 -0.326 0.216
H -5.552 -0.328 0.908 0.382
H -4.038 2.181 0.049 0.476
H 0.684 -5.230 -4.513 0.395
H 2.573 3.700 0.470 0.521
H 1.777 -3.971 0.643 0.505
H -4.735 0.148 -3.494 0.080
H 2.907 1.084 6.006 0.538
H -5.284 -0.873 -1.593 0.568
H 3.834 2.295 -3.335 0.319
H 5.388 -2.888 2.687 0.409
H 3.864 1.813 -0.478 0.506
H -6.061 0.928 -0.205 0.416
H 0.854 -1.754 1.097 -0.034
H 3.775 2.970 3.092 0.386
H -2.041 -1.284 3.684 0.635
H -0.689 3.924 -4.073 0.412
H -1.702 -4.267 0.646 0.084
H -0.251 0.146 4.373 0.316
H 4.050 -4.565 1.452 0.396
H -2.140 -3.113 2.349 0.635
H 1.110 -2.890 -3.915 0.334
H -1.066 1.591 1.768 0.367
H 0.064 0.954 -4.276 -0.215
H -4.097 -0.344 2.513 0.393
```

- HOMO-LUMO gap (hartree) = 0.228
- net charge = -1
- E_HOMO (hartree) = -0.1480
- E (hartree) = -2235.903563
- multiplicity = 1

---

In order of appearance, energy relative to the best compared isomer or geometry (same formula, charge and spin) = 237.6; 0.0 kcal per mole.